[1]
Below is the ion CH8N4S with charge +2, with properties calculated with ωB97M-V/def2-TZVPD.

```
14
Properties=species:S:1:pos:R:3
C -0.1431 -0.7745 0.4979
N -1.2396 0.1297 0.6398
N 1.0239 0.0323 0.0153
N -1.8332 0.6201 -0.4779
N 2.2991 -0.5788 -0.1260
S 3.5888 0.4126 0.0334
H 0.0122 -1.0828 1.5033
H -0.3193 -1.5183 -0.2983
H -1.2638 0.7340 1.4192
H 1.0934 0.8593 0.7670
H -2.4721 1.3855 -0.6322
H -1.4208 0.3115 -1.3435
H 2.3874 -1.5396 -0.4123
H 2.8393 1.4281 -0.5113
```

Its total charge is +2. For the total energy, the calculation gives -659.2649 hartree. For the energy relative to the best compared isomer or geometry (same formula, charge and spin), the calculation gives 33.6 kcal per mole.

=====

[2]
Below is a structure of composition C16H24CrN2O, with properties calculated with ωB97M-V/def2-TZVPD.

```
44
Properties=species:S:1:pos:R:3
C 0.6100 -4.1746 1.2283
C -0.6481 -4.5708 0.4265
H 1.5075 -4.3667 0.6357
H 0.6685 -4.8300 2.1019
H 0.6361 -3.1403 1.5862
H -0.8401 -3.9653 -0.4578
H -0.5478 -5.5916 0.0557
H -1.5372 -4.5456 1.0630
C 2.6356 0.8274 -0.1024
C 3.6562 1.7136 -0.4119
C 3.4984 2.6104 -1.4673
C 2.3129 2.5843 -2.2124
H 2.6409 0.1086 0.7246
H 4.5578 1.7053 0.2055
H 4.2738 3.3276 -1.7115
H 2.0862 3.2605 -3.0334
N 1.4907 0.7981 -0.8240
C 1.3070 1.6787 -1.8448
C -0.0482 1.6489 -2.3561
N -0.8691 0.8148 -1.6550
C -2.1634 0.6583 -2.0211
C -1.8876 2.2794 -3.7774
C -2.7041 1.3830 -3.0848
H -2.6864 -0.1090 -1.4458
H -3.7432 1.2043 -3.3409
C -0.5465 2.4097 -3.4216
H 0.1689 3.0618 -3.9162
H -2.2967 2.8622 -4.5976
Cr -0.0847 -0.2449 -0.1232
C -1.2784 -1.7838 -0.2353
H -1.1653 -2.2470 -1.2262
H -2.3387 -1.5997 -0.0516
H -0.8708 -2.4277 0.5518
C 0.0605 -0.2937 3.4816
C -0.7842 0.6179 2.6176
C -0.9597 1.9666 3.2823
O -0.1929 0.8108 1.3590
H 1.0865 0.0837 3.5479
H 0.1111 -1.3195 3.1022
H -0.3585 -0.3388 4.4869
H -1.7794 0.1641 2.5198
H 0.0121 2.4592 3.3731
H -1.5962 2.6207 2.6875
H -1.3937 1.8889 4.2813
```

Its total charge is 0. For the total energy, the calculation gives -1853.2170 hartree. As for the spin multiplicity: 5. As for the expectation value of S²: 6.05. For the energy relative to the best compared isomer or geometry (same formula, charge and spin), the calculation gives 10.7 kcal per mole.